Here is a structure of composition C31H68O37S9Si2 at a distorted geometry from OMol25. Energies are from ωB97M-V/def2-TZVPD.

Results
E_HOMO = -9.6 eV
Gap between HOMO and LUMO = 9.934 eV
Energy = -222264.5970 eV

Geometry as XYZ:
```
147
C31H68O37S9Si2 | OMol25 | ωB97M-V/def2-TZVPD
C 1.603 2.889 -1.038
C 0.348 2.356 -2.004
C 0.923 2.053 -3.514
C 0.224 0.750 -4.254
C 0.725 -0.612 -3.479
C 2.088 -1.288 -4.089
C 3.460 -0.972 -3.249
C 3.340 -1.172 -1.623
C 4.593 -2.003 -0.971
C 4.367 -2.514 0.569
C 3.072 -1.869 1.338
C 2.825 -2.823 2.689
C 1.521 -3.793 2.346
Si -0.057 -3.127 3.275
O -0.215 -1.349 3.123
Si -0.884 -0.956 1.522
H 1.206 3.378 -0.035
H 2.342 3.609 -1.613
H 2.227 1.926 -0.771
H -0.122 1.425 -1.463
H -0.500 3.183 -2.029
H 2.084 1.798 -3.399
H 0.734 2.979 -4.214
H -0.966 0.784 -4.174
H 0.529 0.663 -5.393
H -0.143 -1.415 -3.635
H 0.758 -0.388 -2.331
H 1.918 -2.441 -4.253
H 2.243 -0.802 -5.168
H 4.272 -1.758 -3.630
H 3.931 0.092 -3.472
H 3.189 -0.105 -1.153
H 2.358 -1.799 -1.420
H 4.718 -2.988 -1.634
H 5.611 -1.404 -1.122
H 4.410 -3.705 0.631
H 5.328 -2.154 1.180
H 3.315 -0.782 1.768
H 2.064 -1.912 0.744
H 3.739 -3.575 2.824
H 2.638 -2.196 3.661
H 1.335 -3.919 1.181
H 1.690 -4.898 2.755
H -1.306 -3.752 2.806
H 0.130 -3.528 4.692
H -1.893 -1.973 1.139
H -1.598 0.338 1.517
H 0.179 -0.820 0.508
C -5.277 -5.406 2.552
C -4.446 -6.683 2.637
O -3.855 -6.830 1.347
S -3.580 -5.350 0.719
O -2.198 -5.004 0.967
O -4.183 -5.292 -0.593
O -4.511 -4.504 1.756
H -6.228 -5.588 2.040
H -5.473 -4.974 3.537
H -5.051 -7.558 2.885
H -3.638 -6.579 3.368
C -1.541 -2.342 7.911
C -2.612 -1.550 7.165
O -3.299 -2.510 6.367
S -3.300 -3.943 7.146
O -4.563 -4.079 7.838
O -2.780 -4.951 6.251
O -2.153 -3.586 8.248
H -0.682 -2.548 7.264
H -1.201 -1.827 8.813
H -2.187 -0.761 6.539
H -3.334 -1.111 7.862
C 8.128 2.009 -5.596
C 7.762 0.577 -5.217
O 6.726 0.701 -4.245
S 5.848 2.035 -4.575
O 4.674 1.631 -5.316
O 5.784 2.846 -3.381
O 6.895 2.725 -5.617
H 8.773 2.465 -4.837
H 8.619 2.066 -6.571
H 8.611 0.024 -4.807
H 7.355 0.034 -6.077
C 2.177 5.029 1.989
C 1.305 4.252 2.971
O 2.111 4.085 4.135
S 3.097 5.376 4.286
O 2.492 6.299 5.220
O 4.455 4.901 4.416
O 2.897 5.972 2.781
H 2.902 4.371 1.499
H 1.583 5.545 1.229
H 0.994 3.282 2.576
H 0.419 4.830 3.255
C -0.578 7.340 -6.240
C -0.268 6.069 -7.025
O -0.248 5.025 -6.054
S -1.313 5.383 -4.871
O -2.545 4.678 -5.145
O -0.628 5.307 -3.602
O -1.530 6.954 -5.250
H 0.314 7.714 -5.727
H -0.989 8.129 -6.876
H 0.690 6.126 -7.549
H -1.063 5.846 -7.745
C -5.570 -9.323 -2.558
C -6.442 -10.100 -1.576
O -5.635 -10.267 -0.412
S -4.650 -8.976 -0.261
O -5.255 -8.053 0.673
O -3.292 -9.451 -0.131
O -4.850 -8.381 -1.766
H -4.845 -9.981 -3.048
H -6.164 -8.808 -3.318
H -6.753 -11.070 -1.971
H -7.328 -9.522 -1.292
C 1.216 8.650 2.775
C 0.881 10.139 2.789
O 0.242 10.389 1.539
S -0.584 9.056 1.090
O -1.967 9.230 1.475
O -0.179 8.698 -0.250
O 0.109 8.016 2.137
H 2.112 8.454 2.178
H 1.356 8.249 3.782
H 1.769 10.765 2.900
H 0.168 10.375 3.586
C 5.965 13.151 4.969
C 4.894 13.943 4.223
O 4.207 12.982 3.425
S 4.206 11.549 4.204
O 2.943 11.413 4.896
O 4.726 10.541 3.309
O 5.353 11.907 5.306
H 6.824 12.944 4.322
H 6.305 13.665 5.872
H 5.319 14.731 3.598
H 4.172 14.381 4.920
C -9.905 -13.456 -4.355
C -8.828 -14.200 -3.570
O -8.222 -13.213 -2.738
S -9.346 -12.104 -2.329
O -9.858 -12.443 -1.019
O -8.838 -10.794 -2.660
O -10.468 -12.521 -3.436
H -9.469 -12.894 -5.188
H -10.678 -14.129 -4.736
H -8.083 -14.664 -4.222
H -9.269 -14.964 -2.922
```